(1)
Here is a molecular structure, C16H32ClIN2O8P2S in a non-equilibrium geometry from the Open Molecules 2025 dataset. Energies are from the ωB97M-V functional and the def2-TZVPD basis.

XYZ file:
```
63
Properties=species:S:1:pos:R:3:mulliken_charge:R:1
N -8.20 -4.88 1.43 -0.355
C -7.41 -5.68 1.65 -0.091
C -6.42 -6.78 1.64 0.297
Cl -7.18 -8.18 0.85 -0.116
C -5.09 -6.35 0.91 0.005
S -4.89 -4.53 0.97 -0.162
I -3.36 -7.27 1.83 0.182
C -5.14 -6.74 -0.50 -0.012
N -5.29 -6.90 -1.62 -0.383
H -6.23 -7.06 2.67 0.392
H -4.06 -4.38 -0.08 0.204
O -1.74 -2.53 1.10 -0.753
P -1.42 -1.50 2.12 0.999
O -0.63 -0.33 1.32 -0.137
C -1.33 0.46 0.35 0.191
C -2.27 1.46 0.99 -1.165
O -0.20 -2.21 2.94 -0.401
C 0.05 -3.61 2.85 -0.259
C 1.16 -3.90 1.85 -1.099
O -1.91 -0.63 3.38 -0.367
C -1.08 -0.25 4.49 -0.210
C 0.12 0.59 4.14 -0.894
H -1.87 -0.20 -0.34 0.294
H -0.57 0.99 -0.23 -0.114
H -3.09 0.96 1.51 0.337
H -2.69 2.12 0.23 0.436
H -1.74 2.06 1.73 0.195
H -0.86 -4.16 2.60 0.280
H 0.36 -3.94 3.84 0.331
H 0.97 -3.39 0.90 0.269
H 1.24 -4.97 1.66 0.376
H 2.11 -3.54 2.23 0.301
H -0.79 -1.14 5.06 0.246
H -1.74 0.33 5.14 0.351
H 0.86 0.03 3.57 0.246
H 0.60 0.94 5.06 0.413
H -0.16 1.45 3.54 0.163
O 1.72 3.24 -0.94 -0.766
P 2.89 3.42 -1.82 0.957
O 2.57 4.75 -2.70 -0.270
C 2.52 6.02 -2.05 -0.344
C 3.89 6.54 -1.67 -0.935
O 2.68 2.22 -2.91 -0.295
C 1.79 1.13 -2.66 -0.284
C 0.45 1.37 -3.32 -1.152
O 4.50 3.43 -1.97 -0.317
C 5.22 2.98 -3.13 -0.201
C 4.90 3.71 -4.41 -0.898
H 1.87 5.95 -1.17 0.294
H 2.05 6.70 -2.76 0.309
H 4.35 5.91 -0.90 0.264
H 3.82 7.55 -1.28 0.404
H 4.56 6.53 -2.53 0.188
H 1.68 0.96 -1.59 0.291
H 2.26 0.24 -3.08 0.335
H 0.06 2.36 -3.09 0.272
H -0.28 0.62 -3.00 0.376
H 0.54 1.31 -4.41 0.362
H 5.09 1.90 -3.25 0.248
H 6.27 3.14 -2.89 0.346
H 3.89 3.50 -4.77 0.257
H 5.60 3.40 -5.19 0.399
H 4.98 4.79 -4.28 0.170
```

As for the LUMO energy: -0.624 eV. The HOMO energy is -9.57 eV. The value obtained for the orbital gap is 8.95 eV.

---

(2)
Here is a molecular structure, C41H41Ti in a non-equilibrium geometry from the Open Molecules 2025 dataset. Energies are from the ωB97M-V functional and the def2-TZVPD basis.

XYZ file:
```
83
Properties=species:S:1:pos:R:3:mulliken_charge:R:1
C -5.96 -2.80 1.37 -1.530
C -5.06 -1.65 1.69 1.164
C -4.94 -1.17 3.00 -1.088
C -4.01 -0.18 3.31 0.022
C -3.36 0.53 2.30 -0.235
C -2.53 1.79 2.60 0.930
C -2.01 2.49 1.36 -0.387
C -0.90 3.25 1.45 -0.138
C -0.11 3.76 0.35 0.422
C 1.08 4.47 0.65 -0.789
C 1.88 4.96 -0.36 -0.616
C 1.53 4.78 -1.70 1.212
C 2.41 5.36 -2.76 -1.460
C 0.37 4.05 -2.02 -0.848
C -0.46 3.55 -1.01 -0.450
C -3.47 0.05 0.99 -0.509
C -4.28 -1.05 0.69 -1.102
H -6.16 -2.89 0.30 0.348
H -5.51 -3.74 1.71 0.295
H -6.93 -2.71 1.89 0.363
H -5.59 -1.59 3.77 0.343
H -3.84 0.03 4.37 0.595
H -1.65 1.49 3.20 0.462
H -2.59 2.41 0.45 -0.236
H -0.54 3.49 2.46 0.212
H 1.33 4.63 1.70 0.334
H 2.81 5.50 -0.12 0.341
H 2.06 5.09 -3.75 0.354
H 2.44 6.45 -2.67 0.301
H 3.44 5.00 -2.65 0.332
H 0.13 3.87 -3.07 0.224
H -1.38 3.01 -1.26 0.395
H -2.93 0.51 0.16 0.573
H -4.33 -1.43 -0.33 0.277
C -4.83 1.64 7.21 -0.488
C -3.45 1.79 7.03 -0.781
C -2.95 2.19 5.79 -0.252
C -3.82 2.46 4.74 -0.789
C -3.25 2.85 3.39 0.438
Ti -6.73 4.83 1.18 -0.097
C -4.66 5.29 0.54 -0.261
C -4.86 6.11 -0.69 0.395
C -3.74 6.56 -1.42 -0.514
C -3.92 7.27 -2.61 -0.578
C -5.21 7.54 -3.08 -0.447
C -6.32 7.13 -2.35 -1.218
C -6.15 6.45 -1.15 0.180
C -7.80 5.03 3.21 -0.733
C -6.42 5.26 3.53 0.067
C -6.00 6.45 2.85 -1.170
C -7.11 6.94 2.07 -0.477
C -8.23 6.07 2.29 -0.595
C -6.74 2.42 1.44 0.417
C -6.12 2.68 0.19 -0.258
C -7.04 3.39 -0.64 -1.203
C -8.26 3.59 0.12 -0.412
C -8.06 2.96 1.41 -1.424
C -5.21 2.31 4.93 1.083
C -5.72 1.90 6.16 -1.292
H -5.21 1.28 8.16 0.377
H -2.74 1.56 7.83 0.372
H -1.88 2.25 5.60 0.354
H -2.57 3.71 3.55 0.829
H -4.07 3.25 2.76 -1.197
H -4.08 5.83 1.31 0.512
H -4.09 4.37 0.33 -0.307
H -2.75 6.32 -1.05 0.546
H -3.05 7.62 -3.16 0.374
H -5.35 8.08 -4.02 0.351
H -7.33 7.33 -2.71 0.397
H -7.06 6.17 -0.54 0.629
H -8.42 4.28 3.70 0.577
H -5.83 4.70 4.26 0.576
H -5.02 6.90 2.96 0.573
H -7.11 7.87 1.50 0.453
H -9.24 6.20 1.92 0.409
H -6.32 1.79 2.23 0.569
H -5.13 2.32 -0.09 0.555
H -6.88 3.66 -1.68 0.523
H -9.18 4.05 -0.23 0.395
H -8.83 2.80 2.17 0.569
H -5.89 2.45 4.07 0.466
H -6.80 1.75 6.28 0.394
```

As for the LUMO energy: 2.531 eV. The value obtained for the energy above the lowest of the compared OMol25 structures with the same formula, charge and spin is 0.00 kJ/mol. Its net charge is -1. The HOMO energy is -1.60 eV. The value obtained for the orbital gap is 4.13 eV.

---

(3)
Here is a molecular structure, C15H19Br9O12 in a non-equilibrium geometry from the Open Molecules 2025 dataset. Energies are from the ωB97M-V functional and the def2-TZVPD basis.

XYZ file:
```
55
Properties=species:S:1:pos:R:3:mulliken_charge:R:1
C 0.19 -0.74 0.18 0.239
Br 0.64 -1.64 -1.53 0.040
Br 0.81 -1.82 1.75 -0.072
Br -1.75 -0.39 0.15 -0.020
H 0.74 0.20 0.21 -0.159
C -2.75 -3.83 0.84 0.551
Br -4.28 -3.46 2.10 -0.021
Br -3.16 -3.83 -1.07 -0.024
Br -1.83 -5.50 1.37 -0.073
H -2.01 -3.05 0.96 -0.488
C 4.40 -0.94 0.78 0.228
Br 4.47 0.66 1.99 -0.057
Br 5.60 -2.47 1.37 -0.057
Br 4.90 -0.41 -1.04 -0.008
H 3.35 -1.24 0.76 -0.181
C 2.40 2.90 -0.09 0.073
C 2.28 4.17 -0.93 -0.303
O 1.89 3.67 -2.17 -0.353
C 1.66 2.32 -2.13 0.587
O 1.25 1.66 -3.11 -0.572
O 2.15 1.82 -0.96 0.021
H 1.68 2.78 0.73 0.070
H 3.40 2.72 0.29 0.120
H 3.22 4.70 -1.07 0.271
H 1.54 4.87 -0.54 0.260
C -0.37 1.49 5.83 -0.329
C -0.40 0.03 5.31 -0.318
O -0.54 0.27 3.95 -0.141
C -0.12 1.51 3.60 0.560
O 0.18 1.88 2.47 -0.500
O -0.19 2.26 4.69 -0.356
H 0.49 1.57 6.50 0.288
H -1.31 1.54 6.39 0.299
H -1.21 -0.62 5.65 0.312
H 0.56 -0.43 5.55 0.208
C 4.04 -0.88 -4.83 -0.179
C 3.30 -2.10 -4.26 0.550
O 2.60 -2.51 -5.41 -0.328
C 3.11 -1.95 -6.53 0.629
O 2.87 -2.21 -7.69 -0.569
O 4.03 -1.06 -6.22 -0.368
H 5.08 -0.83 -4.51 0.243
H 3.58 0.03 -4.42 0.168
H 2.61 -1.91 -3.44 -0.441
H 4.07 -2.78 -3.90 0.232
C -6.61 1.26 0.13 -0.343
C -5.62 0.32 -0.43 0.036
O -5.97 -0.95 0.14 -0.262
C -6.81 -0.70 1.25 0.674
O -7.22 -1.57 2.02 -0.541
O -6.96 0.64 1.33 -0.342
H -7.38 1.60 -0.56 0.236
H -6.20 2.27 0.23 0.342
H -4.56 0.45 -0.19 -0.087
H -5.82 0.26 -1.50 0.254
```

As for the LUMO energy: -0.881 eV. The HOMO energy is -10.07 eV. The value obtained for the orbital gap is 9.19 eV.

---

(4)
Here is a molecular structure, C17H19N5O2Zr in a non-equilibrium geometry from the Open Molecules 2025 dataset. Energies are from the ωB97M-V functional and the def2-TZVPD basis.

XYZ file:
```
44
Properties=species:S:1:pos:R:3:mulliken_charge:R:1
N 0.15 -1.96 -2.53 -0.408
C 0.98 -1.90 -3.32 0.517
C 1.93 -2.21 -4.39 -1.007
H 2.44 -1.29 -4.72 0.357
H 1.34 -2.70 -5.19 0.371
H 2.76 -2.86 -4.02 0.356
N -1.53 -1.94 1.45 -0.387
C -2.07 -2.65 2.18 0.370
C -2.75 -3.60 3.01 -0.967
H -3.48 -4.15 2.41 0.342
H -3.29 -3.09 3.80 0.343
H -2.05 -4.28 3.52 0.338
N -0.98 2.71 2.43 -0.413
C -0.11 3.43 2.17 0.477
C 0.94 4.50 2.24 -0.922
H 1.50 4.37 3.17 0.350
H 0.39 5.48 2.31 0.365
H 1.80 4.36 1.52 0.306
Zr -0.81 0.10 -0.65 1.327
C 0.73 -0.48 3.22 0.198
O 1.23 -1.20 3.99 -0.180
C 1.28 -2.52 0.38 0.165
O 1.67 -3.17 1.29 -0.141
C -2.15 -0.15 -2.28 -0.375
C -1.40 1.08 -2.43 0.046
C -1.55 2.09 -1.35 -0.144
C -2.41 1.77 -0.26 -0.249
C -2.94 0.48 -0.01 -0.230
C -2.83 -0.54 -1.06 -0.302
H -2.10 -0.91 -3.05 0.477
H -0.90 1.40 -3.35 0.628
H -1.23 3.12 -1.59 0.586
H -2.75 2.59 0.39 0.545
H -3.49 0.31 0.94 0.537
H -3.17 -1.59 -0.94 0.500
N 3.54 0.23 -0.32 0.083
C 3.34 1.07 0.73 -0.809
C 2.01 1.20 0.92 -0.754
N 1.38 0.49 -0.12 0.409
C 2.35 -0.16 -0.80 -0.476
H 4.39 0.01 -0.80 0.282
H 4.14 1.64 1.11 0.449
H 1.49 1.69 1.69 0.799
H 2.24 -0.78 -1.67 0.239
```

As for the LUMO energy (alpha / beta): -18.485 / -18.486 eV. The value obtained for the energy above the lowest of the compared OMol25 structures with the same formula, charge and spin is 0.00 kJ/mol. Its net charge is +4. The HOMO energy (alpha / beta) is -22.20 / -22.20 eV. The value obtained for the orbital gap (alpha / beta) is 3.71 / 3.71 eV.

---

Please write out number 4 again, unchanged.
Here is a molecular structure, C17H19N5O2Zr in a non-equilibrium geometry from the Open Molecules 2025 dataset. Energies are from the ωB97M-V functional and the def2-TZVPD basis.

XYZ file:
```
44
Properties=species:S:1:pos:R:3:mulliken_charge:R:1
N 0.15 -1.96 -2.53 -0.408
C 0.98 -1.90 -3.32 0.517
C 1.93 -2.21 -4.39 -1.007
H 2.44 -1.29 -4.72 0.357
H 1.34 -2.70 -5.19 0.371
H 2.76 -2.86 -4.02 0.356
N -1.53 -1.94 1.45 -0.387
C -2.07 -2.65 2.18 0.370
C -2.75 -3.60 3.01 -0.967
H -3.48 -4.15 2.41 0.342
H -3.29 -3.09 3.80 0.343
H -2.05 -4.28 3.52 0.338
N -0.98 2.71 2.43 -0.413
C -0.11 3.43 2.17 0.477
C 0.94 4.50 2.24 -0.922
H 1.50 4.37 3.17 0.350
H 0.39 5.48 2.31 0.365
H 1.80 4.36 1.52 0.306
Zr -0.81 0.10 -0.65 1.327
C 0.73 -0.48 3.22 0.198
O 1.23 -1.20 3.99 -0.180
C 1.28 -2.52 0.38 0.165
O 1.67 -3.17 1.29 -0.141
C -2.15 -0.15 -2.28 -0.375
C -1.40 1.08 -2.43 0.046
C -1.55 2.09 -1.35 -0.144
C -2.41 1.77 -0.26 -0.249
C -2.94 0.48 -0.01 -0.230
C -2.83 -0.54 -1.06 -0.302
H -2.10 -0.91 -3.05 0.477
H -0.90 1.40 -3.35 0.628
H -1.23 3.12 -1.59 0.586
H -2.75 2.59 0.39 0.545
H -3.49 0.31 0.94 0.537
H -3.17 -1.59 -0.94 0.500
N 3.54 0.23 -0.32 0.083
C 3.34 1.07 0.73 -0.809
C 2.01 1.20 0.92 -0.754
N 1.38 0.49 -0.12 0.409
C 2.35 -0.16 -0.80 -0.476
H 4.39 0.01 -0.80 0.282
H 4.14 1.64 1.11 0.449
H 1.49 1.69 1.69 0.799
H 2.24 -0.78 -1.67 0.239
```

As for the LUMO energy (alpha / beta): -18.485 / -18.486 eV. The value obtained for the energy above the lowest of the compared OMol25 structures with the same formula, charge and spin is 0.00 kJ/mol. Its net charge is +4. The HOMO energy (alpha / beta) is -22.20 / -22.20 eV. The value obtained for the orbital gap (alpha / beta) is 3.71 / 3.71 eV.